Entry one
Computed, not measured: C3H8N2O in the gas phase, with the ωB97M-V functional and the def2-TZVPD basis.

Results
**HOMO**: -9.5 eV
**Gap between HOMO and LUMO**: 10.36 eV
**SMILES string**: [H]/N=C(\C)NOC

The geometry in ORCA input format:
```
! wB97M-V def2-TZVPD RIJCOSX def2/J DEFGRID3
* xyz 0 1
C -2.40214 0.17590 0.28845
C 0.74066 0.22871 -0.14159
C 2.09008 -0.43183 0.05557
H -2.72873 -0.67769 0.91571
H -3.30276 0.62769 -0.25791
H -1.86747 0.96709 0.85630
H -0.04105 -1.57089 -0.71186
H 2.77256 0.28407 0.66738
H 2.65666 -0.71512 -0.88490
H 1.97779 -1.36276 0.64823
H 1.38062 1.97200 -0.24298
N -0.29579 -0.73670 -0.16344
N 0.51187 1.47349 -0.30668
O -1.49229 -0.23396 -0.72228
*
```

Mulliken atomic charge list, values in e, 2 entries: number 1, C, carries -0.450; number 2, C, carries 0.738

---

Entry two
Computed, not measured: C3H8N2O in the gas phase, with the ωB97M-V functional and the def2-TZVPD basis.

Results
**HOMO**: -9.3 eV
**Gap between HOMO and LUMO**: 10.25 eV
**SMILES string**: [H]/N=C(\N)OCC

The geometry in ORCA input format:
```
! wB97M-V def2-TZVPD RIJCOSX def2/J DEFGRID3
* xyz 0 1
C 0.75629 1.89674 1.62032
C 0.57864 1.16060 0.27572
C -0.31841 -0.78635 -0.61222
H -0.24163 2.10494 2.10857
H 1.42031 1.26052 2.28912
H 1.30880 2.85555 1.43106
H 1.57338 0.89291 -0.12667
H 0.11473 1.81698 -0.48384
H -1.24802 -2.63671 -0.95277
H -1.75655 -1.81192 0.54483
H 0.19008 -1.32765 -2.32634
N -1.20387 -1.82316 -0.32042
N 0.41519 -0.62063 -1.64918
O -0.24243 0.04074 0.45004
*
```

Mulliken atomic charge list, values in e, 2 entries: number 1, C, carries -1.040; number 2, C, carries -0.273

---

Entry three
Computed, not measured: C3H8N2O in the gas phase, with the ωB97M-V functional and the def2-TZVPD basis.

Results
**HOMO**: -9.0 eV
**Gap between HOMO and LUMO**: 9.72 eV
**SMILES string**: CN(C)C(N)=O

The geometry in ORCA input format:
```
! wB97M-V def2-TZVPD RIJCOSX def2/J DEFGRID3
* xyz 0 1
C -1.46301 -1.17957 0.36054
N -0.36596 -0.24606 0.08143
C -0.30085 1.49772 -0.24190
C 0.88139 -0.73802 0.01084
O 1.29570 -1.88275 0.12280
N 1.70415 0.36899 -0.30680
H -1.05082 -2.18815 0.53394
H -2.02946 -0.88501 1.25028
H -2.15864 -1.24612 -0.48453
H 0.40506 2.08409 -0.87302
H -1.26411 1.51351 -0.71438
H -0.30766 1.92194 0.76118
H 2.45684 0.10358 -0.92262
H 2.19991 0.87552 0.42406
*
```

Mulliken atomic charge list, values in e, 2 entries: number 1, C, carries -0.929; number 2, N, carries -0.012

---

Entry four
Computed, not measured: C3H8N2O in the gas phase, with the ωB97M-V functional and the def2-TZVPD basis.

Results
**HOMO**: -7.0 eV
**Gap between HOMO and LUMO**: 7.65 eV

The geometry in ORCA input format:
```
! wB97M-V def2-TZVPD RIJCOSX def2/J DEFGRID3
* xyz 0 1
C -1.06855 -0.53922 1.15505
N -0.44579 -0.15615 -0.20676
C -0.99586 1.10706 -0.75612
C 1.02755 -0.25231 -0.56515
O 1.42013 0.09752 -1.65389
N 1.76112 -0.78877 0.41923
H -0.46153 -1.38456 1.50699
H -0.99210 0.32095 1.82046
H -0.97833 -0.92299 -0.60959
H -0.69057 1.23490 -1.79590
H -2.07657 1.03662 -0.65385
H -0.62963 1.94464 -0.15553
H 2.75843 -0.84419 0.28166
H 1.35713 -0.87675 1.34246
*
```

Mulliken atomic charge list, values in e, 2 entries: number 1, C, carries -0.937; number 2, N, carries 0.002

---

Most stable pick: entry two. Distance to second place: 43.2 kcal/mol.

---

Entry one
Computed, not measured: C3H8N2O in the gas phase, with the ωB97M-V functional and the def2-TZVPD basis.

Results
**HOMO**: -9.2 eV
**Gap between HOMO and LUMO**: 10.02 eV
**SMILES string**: NCCC(N)=O

The geometry in ORCA input format:
```
! wB97M-V def2-TZVPD RIJCOSX def2/J DEFGRID3
* xyz 0 1
C 1.05242 -0.64187 0.21181
C -0.39317 -0.10484 0.11638
C -0.35318 1.27895 -0.48429
N -1.61100 1.87417 -0.49768
O 0.62825 1.94324 -0.72106
N 1.18076 -2.10032 0.37744
H 1.69505 -0.19644 -0.55480
H 1.39657 -0.26750 1.18010
H -0.93146 -0.88244 -0.44995
H -0.81996 -0.13001 1.12184
H -1.74003 2.87092 -0.42522
H -2.26049 1.41131 0.12500
H 0.28324 -2.53097 0.20845
H 1.87301 -2.52418 -0.20804
*
```

Mulliken atomic charge list, values in e, 2 entries: number 1, C, carries -0.427; number 2, C, carries -0.496

---

Entry two
Computed, not measured: C3H8N2O in the gas phase, with the ωB97M-V functional and the def2-TZVPD basis.

Results
**HOMO**: -9.0 eV
**Gap between HOMO and LUMO**: 9.96 eV
**SMILES string**: NCCC(N)=O

The geometry in ORCA input format:
```
! wB97M-V def2-TZVPD RIJCOSX def2/J DEFGRID3
* xyz 0 1
C 0.23191 -1.13249 -0.29728
C 0.01787 -0.03487 0.77892
C -0.31961 1.31321 0.11763
N 0.75553 2.18456 0.00842
O -1.34666 1.89389 -0.12065
N -0.85727 -2.07778 -0.40806
H 1.29576 -1.45238 -0.32636
H 0.37108 -0.58166 -1.29399
H 1.03094 0.08918 1.37638
H -0.80779 -0.12658 1.52138
H 0.53635 3.01574 -0.56441
H 1.69045 1.93160 0.10018
H -0.86649 -2.99326 -0.05257
H -1.73207 -2.02916 -0.83959
*
```

Mulliken atomic charge list, values in e, 2 entries: number 1, C, carries -0.435; number 2, C, carries -0.366

---

Most stable pick: entry one. Distance to second place: 22.7 kcal/mol.

---

Entry one
Computed, not measured: C3H8N2O in the gas phase, with the ωB97M-V functional and the def2-TZVPD basis.

Results
**HOMO**: -9.4 eV
**Gap between HOMO and LUMO**: 10.38 eV
**SMILES string**: CC(=O)NCN

The geometry in ORCA input format:
```
! wB97M-V def2-TZVPD RIJCOSX def2/J DEFGRID3
* xyz 0 1
O 0.81994 -1.30416 1.32843
C 0.01870 -0.45232 1.17828
N 0.27332 0.54225 0.18752
C 0.89970 0.08350 -1.07564
N 0.62126 0.95424 -2.15157
C -1.40296 -0.44323 1.80952
H -0.68406 0.86208 0.04045
H 2.05772 -0.00509 -1.03316
H 0.51519 -0.97580 -1.23715
H 0.72933 0.62637 -3.03681
H 1.32844 1.64775 -1.97011
H -1.25604 -1.36824 2.39901
H -1.78920 0.31583 2.55216
H -2.13133 -0.48317 1.00907
*
```

Mulliken atomic charge list, values in e, 2 entries: number 1, O, carries -0.519; number 2, C, carries 0.617

---

Entry two
Computed, not measured: C3H8N2O in the gas phase, with the ωB97M-V functional and the def2-TZVPD basis.

Results
**HOMO**: -9.0 eV
**Gap between HOMO and LUMO**: 9.89 eV
**SMILES string**: N/N=C/CCO

The geometry in ORCA input format:
```
! wB97M-V def2-TZVPD RIJCOSX def2/J DEFGRID3
* xyz 0 1
C -0.56127 0.66890 -0.27778
C 0.90022 0.90310 -0.29838
C 1.58291 -0.23542 0.41824
H -2.91721 0.18254 0.53169
H -2.60954 -1.52076 0.27026
H -1.24687 1.55303 -0.42997
H 1.30172 1.13035 -1.36468
H 1.07327 1.79203 0.35629
H 2.57498 0.14207 0.63002
H 0.93869 -0.30838 1.31863
H 0.74863 -1.80000 -0.42776
N -2.42349 -0.58383 -0.08765
N -1.01774 -0.56216 -0.20569
O 1.65570 -1.36148 -0.43321
*
```

Mulliken atomic charge list, values in e, 2 entries: number 1, C, carries -0.272; number 2, C, carries -0.337

---

Entry three
Computed, not measured: a molecular structure, C3H8N2O, with the ωB97M-V functional and the def2-TZVPD basis.

Results
**HOMO**: -9.5 eV
**Gap between HOMO and LUMO**: 10.38 eV

The geometry in ORCA input format:
```
! wB97M-V def2-TZVPD RIJCOSX def2/J DEFGRID3
* xyz 0 1
C -0.21075 0.62941 0.30129
C -0.71243 1.80926 -0.46974
N 0.76961 -0.13428 -0.23156
C 1.06731 -1.37671 0.43467
O -1.26785 -0.83624 0.50265
N 1.59658 -2.38890 -0.10536
H -2.08856 -0.93967 0.99578
H 0.75736 -0.22135 -1.24520
H -0.08759 0.76216 1.37472
H 1.52341 -2.40701 -1.12216
H 1.18941 -1.23285 1.50292
H -0.06701 2.66829 -0.28409
H -0.75663 1.60961 -1.53966
H -1.71287 2.05828 -0.11425
*
```

Mulliken atomic charge list, values in e, 2 entries: number 1, C, carries 0.357; number 2, C, carries -1.134

---

Entry four
Computed, not measured: C3H8N2O in the gas phase, with the ωB97M-V functional and the def2-TZVPD basis.

Results
**HOMO**: -9.0 eV
**Gap between HOMO and LUMO**: 10.01 eV
**SMILES string**: CNC(=O)CN

The geometry in ORCA input format:
```
! wB97M-V def2-TZVPD RIJCOSX def2/J DEFGRID3
* xyz 0 1
N -0.29192 -0.05654 -2.10125
C -0.22334 1.05498 -1.16673
C -0.13130 0.30476 0.19649
N 0.62561 -0.78811 0.34780
C 0.79169 -1.03133 1.82556
O -0.87218 0.64321 1.05571
H -1.27523 -0.40337 -1.92814
H -0.10632 0.15132 -3.08948
H 0.70207 1.62211 -1.19424
H -1.18210 1.70718 -1.26854
H 1.44507 -1.01126 -0.23961
H 1.42079 -0.20934 2.08003
H -0.20598 -1.03252 2.32882
H 1.22095 -2.02775 2.00770
*
```

Mulliken atomic charge list, values in e, 2 entries: number 1, N, carries -0.560; number 2, C, carries -0.401

---

Most stable pick: entry four. Distance to second place: 1.3 kcal/mol.

---

Entry one
Computed, not measured: 2 unconnected molecules or ions with the total composition C3H8N2O, with the ωB97M-V functional and the def2-TZVPD basis.

Results
**HOMO**: -7.9 eV
**Gap between HOMO and LUMO**: 8.87 eV

The geometry in ORCA input format:
```
! wB97M-V def2-TZVPD RIJCOSX def2/J DEFGRID3
* xyz 0 1
C -0.06645 -1.62370 1.10927
C 2.04614 1.23640 -0.82799
C -1.19693 0.33309 -0.56696
N 0.14956 -0.33725 1.18523
N -0.29646 0.66333 0.50284
O 2.58424 0.17075 -0.92916
H -0.69354 -2.03591 0.34814
H 0.42701 -2.27754 1.80022
H 1.46142 1.68466 -1.64523
H 2.10589 1.84916 0.08481
H -1.53600 1.26930 -1.00095
H -0.69573 -0.26369 -1.33739
H -2.07249 -0.22567 -0.21074
H 0.78552 -0.03000 1.92217
*
```

Mulliken atomic charge list, values in e, 2 entries: number 1, C, carries -0.415; number 2, C, carries -0.119

---

Entry two
Computed, not measured: C3H8N2O in the gas phase, with the ωB97M-V functional and the def2-TZVPD basis.

Results
**HOMO**: -9.3 eV
**Gap between HOMO and LUMO**: 10.18 eV
**SMILES string**: CN(C)C(N)=O

The geometry in ORCA input format:
```
! wB97M-V def2-TZVPD RIJCOSX def2/J DEFGRID3
* xyz 0 1
C -1.31638 -1.04188 0.21889
N -0.24051 -0.06972 0.21970
C -0.63508 1.24741 -0.25194
C 1.01706 -0.57635 -0.07045
O 1.21555 -1.74585 -0.35037
N 2.04953 0.35310 -0.00443
H -0.95861 -1.97591 0.65205
H -2.14250 -0.64933 0.82160
H -1.68006 -1.25063 -0.79778
H -1.03205 1.19517 -1.27739
H -1.42072 1.65526 0.39332
H 0.21254 1.93142 -0.25232
H 2.94934 -0.10501 -0.04146
H 1.98189 1.03233 0.74059
*
```

Mulliken atomic charge list, values in e, 2 entries: number 1, C, carries -0.903; number 2, N, carries -0.006

---

Entry three
Computed, not measured: 2 unconnected molecules or ions with the total composition C3H8N2O, with the ωB97M-V functional and the def2-TZVPD basis.

Results
**HOMO**: -9.2 eV
**Gap between HOMO and LUMO**: 10.16 eV
**SMILES string**: [H]/N=C/N.CC=O

The geometry in ORCA input format:
```
! wB97M-V def2-TZVPD RIJCOSX def2/J DEFGRID3
* xyz 0 1
O -1.13288 0.88203 1.60328
C -0.20118 1.08475 0.79271
C 1.13026 1.62223 1.15338
H -0.25339 0.88521 -0.28096
H 1.95298 0.68195 1.08071
H 0.94322 1.99192 2.23711
H 1.40859 2.38188 0.49537
N -1.29250 -1.37699 -0.20423
C -0.46783 -1.27490 -1.33424
N 0.82041 -1.10405 -1.30173
H -2.21471 -1.72465 -0.39044
H -0.95610 -1.17767 0.73919
H -0.90696 -1.52239 -2.33320
H 1.17008 -1.34933 -2.25694
*
```

Mulliken atomic charge list, values in e, 2 entries: number 1, O, carries -0.579; number 2, C, carries 0.196

---

Most stable pick: entry two. Distance to second place: 49.4 kcal/mol.